# 1
Molecular formula: C36H98O13
Method: DFT, ωB97M-V/def2-TZVPD

Structure (XYZ):
```
147
Properties=species:S:1:pos:R:3:lowdin_charge:R:1
C 6.6654 -1.4106 -1.8451 -0.10
C 6.6260 -2.8983 -1.7401 -0.37
O 7.1873 -3.4448 -2.8906 -0.06
H 7.6508 -1.0073 -2.0784 0.08
H 6.3589 -1.0152 -0.8767 0.07
H 5.9825 -0.9825 -2.5789 0.08
H 5.5976 -3.2159 -1.5683 0.11
H 7.0903 -3.2329 -0.8125 0.11
H 8.0425 -3.7695 -2.5993 0.09
C -0.0031 -0.5026 0.2888 -0.10
C -0.6820 -1.2754 -0.8061 -0.36
O -1.7698 -0.6261 -1.3574 -0.06
H 0.7382 -1.1567 0.7478 0.07
H -0.6092 -0.0917 1.0963 0.07
H 0.5871 0.3554 -0.0329 0.07
H -0.9014 -2.2696 -0.4169 0.11
H 0.0565 -1.3669 -1.6026 0.11
H -2.4740 -1.2769 -1.3114 0.09
C -7.5358 -4.1892 2.4121 -0.08
C -7.6755 -3.4186 1.0656 -0.28
O -6.7124 -3.8348 0.0671 -0.11
H -6.6186 -3.9789 2.9622 0.07
H -7.6535 -5.2724 2.3816 0.07
H -8.2391 -3.7771 3.1357 0.06
H -7.5267 -2.3518 1.2324 0.10
H -8.6156 -3.4507 0.5148 0.10
H -6.7529 -4.7745 -0.1251 0.07
C 0.9726 10.5741 -0.9720 -0.07
C 0.5024 9.1480 -0.7847 -0.52
C 1.5288 8.2475 -0.0533 -0.05
O -0.6394 9.2335 -0.0255 -0.05
H 0.1502 11.1481 -1.3989 0.08
H 1.8296 10.5513 -1.6452 0.08
H 1.3026 11.0586 -0.0530 0.08
H 0.3305 8.7791 -1.7958 0.14
H 1.9043 8.6553 0.8852 0.07
H 2.4044 8.2755 -0.7019 0.07
H 1.2433 7.2113 0.1282 0.08
H -0.4757 9.7528 0.7651 0.09
C 6.4328 -4.7788 6.5542 -0.06
C 7.0929 -6.1654 6.6662 -0.47
C 7.6609 -6.4187 8.0704 -0.07
O 6.0971 -7.1607 6.4690 -0.06
H 5.9065 -4.5953 5.6175 0.07
H 7.1566 -3.9658 6.4990 0.07
H 5.7326 -4.4872 7.3371 0.08
H 7.8713 -6.2532 5.9083 0.13
H 6.9112 -6.6522 8.8264 0.08
H 8.1880 -5.5602 8.4867 0.07
H 8.3935 -7.2242 8.0189 0.07
H 6.4951 -7.9861 6.7554 0.08
C -4.8815 4.3603 2.1911 -0.05
C -6.1846 5.1660 2.4887 -0.52
C -6.9602 4.5133 3.5802 -0.08
O -5.8879 6.4876 2.8454 -0.04
H -5.1229 3.2979 2.1566 0.08
H -4.2508 4.5196 3.0657 0.08
H -4.3119 4.7117 1.3308 0.07
H -6.8083 5.1905 1.5951 0.13
H -7.6735 5.1559 4.0963 0.08
H -6.3241 4.1076 4.3669 0.08
H -7.5169 3.6375 3.2470 0.08
H -5.0861 6.7303 2.3764 0.08
C 8.1472 5.5648 4.5638 -0.04
C 6.7994 4.9716 5.0903 -0.52
C 6.3409 3.7736 4.2924 -0.07
O 6.8572 4.5240 6.4048 -0.05
H 8.4409 6.4902 5.0593 0.07
H 8.0494 5.8168 3.5078 0.07
H 8.9458 4.8430 4.7351 0.08
H 6.0182 5.7315 5.0761 0.13
H 6.3542 3.9729 3.2209 0.08
H 5.3203 3.5617 4.6110 0.08
H 6.9712 2.9143 4.5217 0.09
H 6.0539 4.0978 6.7125 0.09
C 2.1786 5.3724 -8.0005 -0.06
C 1.9046 3.9553 -8.5721 -0.53
C 2.4926 2.8271 -7.7109 -0.06
O 0.5519 3.7870 -8.7053 -0.03
H 1.8599 5.4616 -6.9620 0.07
H 1.6790 6.1181 -8.6189 0.07
H 3.2200 5.6916 -7.9586 0.07
H 2.4214 3.8651 -9.5276 0.13
H 3.5131 3.1118 -7.4545 0.08
H 2.3753 1.9333 -8.3237 0.08
H 1.9620 2.7385 -6.7630 0.08
H 0.2247 3.7222 -7.8051 0.09
C -1.2806 -8.8996 -5.6530 -0.06
C -0.5686 -9.1802 -4.3280 -0.52
C -0.3024 -7.9477 -3.4838 -0.06
O -1.3608 -9.9852 -3.4925 -0.05
H -0.6844 -8.2077 -6.2479 0.08
H -2.2008 -8.3418 -5.4795 0.08
H -1.5114 -9.8203 -6.1889 0.08
H 0.3625 -9.7088 -4.5324 0.13
H -1.2307 -7.3858 -3.3805 0.08
H 0.3849 -7.2803 -4.0038 0.08
H 0.1630 -8.1015 -2.5102 0.08
H -1.5902 -10.7703 -3.9950 0.08
C -2.3129 -8.2700 6.6136 -0.06
C -0.9465 -8.1357 5.8827 -0.50
C -1.0236 -7.0886 4.7463 -0.06
O -0.0536 -7.7777 6.8889 -0.05
H -2.6166 -7.2639 6.9027 0.07
H -2.2238 -8.8806 7.5121 0.08
H -3.0819 -8.6305 5.9304 0.07
H -0.7072 -9.1589 5.5930 0.13
H -1.3495 -6.1163 5.1158 0.08
H -1.7642 -7.3836 4.0029 0.07
H -0.1258 -6.8870 4.1620 0.07
H 0.7763 -7.4726 6.5150 0.09
C 0.0435 3.4924 8.0529 -0.05
C 0.4568 2.1515 8.6542 -0.53
C 0.1323 0.9656 7.8021 -0.06
O 1.8376 2.1891 8.9260 -0.06
H 0.3844 4.3277 8.6646 0.08
H -1.0384 3.6242 8.0395 0.08
H 0.4268 3.6499 7.0448 0.08
H 0.0152 2.0420 9.6447 0.13
H 0.5612 1.1315 6.8138 0.09
H -0.9429 0.7968 7.7415 0.08
H 0.5350 0.0630 8.2615 0.08
H 2.0824 1.4894 9.5360 0.09
C -4.2926 -2.6254 -10.7824 -0.05
C -3.4534 -1.6880 -9.8844 -0.52
C -2.9483 -2.4097 -8.6743 -0.08
O -2.3309 -1.2667 -10.6279 -0.05
H -3.7210 -3.4625 -11.1831 0.08
H -4.7602 -2.0949 -11.6120 0.07
H -5.1286 -2.9786 -10.1787 0.07
H -4.0119 -0.8170 -9.5418 0.13
H -2.2657 -3.2210 -8.9271 0.09
H -3.8323 -2.7930 -8.1646 0.08
H -2.3758 -1.7294 -8.0438 0.08
H -2.0520 -0.4243 -10.2617 0.09
C -4.5836 6.0656 -6.0794 -0.05
C -4.6971 4.8885 -5.0526 -0.47
C -5.9379 4.0359 -5.3489 -0.07
O -3.5167 4.0776 -5.0813 -0.06
H -3.7879 6.7848 -5.8855 0.07
H -5.4525 6.7234 -6.0607 0.07
H -4.3939 5.7837 -7.1151 0.08
H -4.8799 5.2588 -4.0439 0.12
H -5.9609 3.2311 -4.6141 0.07
H -5.8751 3.5333 -6.3141 0.08
H -6.7939 4.7093 -5.3066 0.08
H -3.6719 3.3138 -4.5209 0.08
```

The total energy is -65534.209 eV. The calculation puts the HOMO-LUMO gap at 10.244 eV. The calculation puts the LUMO energy at 0.2 eV. Its charge is 0. The relative energy (zero: lowest compared OMol25 entry of this formula, charge and spin) is 415.1 kJ/mol.


# 2
Molecular formula: C36H99AsF6N9O9
Method: DFT, ωB97M-V/def2-TZVPD

Structure (XYZ):
```
160
Properties=species:S:1:pos:R:3:lowdin_charge:R:1
As 0.3740 0.2985 0.7639 0.99
F 2.0683 -0.4538 0.8090 -0.30
F 1.0501 1.1210 -0.6485 -0.29
F -1.0990 1.2246 0.3996 -0.28
F -0.2894 -0.5422 2.1797 -0.26
F 0.7227 1.7962 1.7972 -0.30
F -0.1366 -0.9828 -0.4242 -0.30
C -7.4005 -1.7914 -0.5572 -0.06
C -7.0216 -2.6763 -1.7772 -0.43
C -5.5453 -3.1069 -1.6165 -0.18
O -4.5084 -2.1089 -1.7814 -0.24
C -3.1415 -2.5413 -1.6065 -0.09
N -7.8612 -3.8338 -1.7524 0.03
H -8.3101 -1.1974 -0.6468 0.07
H -6.6534 -1.0147 -0.3943 0.05
H -7.5020 -2.3379 0.3804 0.08
H -7.0620 -2.1232 -2.7156 0.14
H -5.3397 -3.8595 -2.3777 0.12
H -5.4480 -3.4625 -0.5908 0.12
H -3.0732 -3.3010 -2.3852 0.09
H -2.9327 -2.9446 -0.6156 0.08
H -2.4962 -1.6811 -1.7844 0.07
H -7.6906 -4.4108 -0.9412 0.07
H -7.6197 -4.4414 -2.5223 0.07
C -4.2128 0.9204 -0.1014 -0.04
C -4.4641 1.6784 -1.4554 -0.39
C -5.5318 1.0480 -2.4424 -0.13
O -6.0313 2.0704 -3.3862 -0.24
C -6.5670 1.6930 -4.6475 -0.10
N -4.9076 3.0642 -1.2205 0.06
H -3.4418 1.3617 0.5301 0.06
H -3.9809 -0.1397 -0.2038 0.05
H -5.1390 0.8147 0.4636 0.06
H -3.5418 1.6165 -2.0331 0.09
H -6.3861 0.6461 -1.8976 0.10
H -5.1182 0.2381 -3.0432 0.09
H -5.9173 1.0739 -5.2661 0.08
H -6.6848 2.6673 -5.1218 0.09
H -7.5571 1.2545 -4.5226 0.08
H -5.7119 2.8696 -0.6414 0.06
H -5.3934 3.0894 -2.1056 0.03
C 8.6431 1.4438 -1.4196 -0.06
C 8.4466 -0.0905 -1.3977 -0.42
C 6.9832 -0.5662 -1.5536 -0.23
O 6.3622 -0.5747 -0.2998 -0.20
C 4.9313 -0.7953 -0.4960 -0.07
N 9.1696 -0.5577 -2.5666 0.01
H 8.5949 1.6642 -2.4860 0.06
H 9.5985 1.8444 -1.0805 0.07
H 7.8068 2.0874 -1.1467 0.07
H 8.8346 -0.5758 -0.5021 0.13
H 6.9971 -1.6497 -1.6714 0.12
H 6.6286 0.1334 -2.3106 0.13
H 4.6698 -1.6459 -1.1255 0.09
H 4.4659 0.0792 -0.9507 0.09
H 4.6222 -0.9416 0.5390 0.06
H 10.1585 -0.6071 -2.3669 0.07
H 8.9125 -0.0247 -3.3850 0.07
C 0.7877 3.9644 4.6060 -0.08
C 0.9338 4.9444 3.4550 -0.41
C 1.2301 6.4562 3.8894 -0.18
O -0.0178 7.0747 4.0250 -0.19
C 0.1109 8.3957 4.4346 -0.14
N 1.9272 4.4508 2.5477 0.04
H 1.4392 4.2733 5.4234 0.06
H 1.0408 2.9205 4.4210 0.07
H -0.1946 3.9742 5.0784 0.07
H -0.0920 4.8718 3.0936 0.12
H 1.7402 7.0454 3.1273 0.10
H 1.8809 6.5207 4.7615 0.11
H -0.8463 8.8964 4.2892 0.09
H 0.8433 9.0221 3.9255 0.09
H 0.2676 8.5121 5.5070 0.08
H 1.5360 3.5858 2.2031 0.03
H 2.7889 4.2014 3.0118 0.08
C -3.1327 -2.5854 2.7459 -0.05
C -2.4517 -2.4156 4.1634 -0.37
C -3.0559 -3.2710 5.3035 -0.19
O -4.3577 -2.8411 5.7258 -0.19
C -4.6371 -3.4549 6.9641 -0.13
N -0.9864 -2.6099 4.0953 0.04
H -3.5798 -3.5615 2.5577 0.06
H -2.6637 -2.3202 1.7983 0.05
H -4.0484 -1.9979 2.6801 0.06
H -2.6836 -1.3643 4.3337 0.13
H -2.4674 -3.1011 6.2051 0.11
H -3.1532 -4.3360 5.0924 0.13
H -4.7001 -4.5305 6.7992 0.08
H -5.5575 -2.9965 7.3258 0.09
H -3.8715 -3.3081 7.7259 0.08
H -0.6312 -2.4144 5.0203 0.06
H -0.5227 -1.9919 3.4448 0.03
C -0.4973 4.5770 -2.4652 -0.08
C -0.5147 3.9729 -1.0955 -0.40
C -0.0737 5.0403 -0.0843 -0.17
O -0.8749 6.2510 -0.2681 -0.17
C -0.5423 7.1465 0.7906 -0.12
N -1.9239 3.4281 -0.9757 0.07
H -0.6568 3.7553 -3.1634 0.06
H 0.4204 5.1147 -2.7033 0.08
H -1.3210 5.2817 -2.5790 0.08
H 0.1393 3.1034 -1.0277 0.11
H 0.9780 5.2991 -0.2072 0.12
H -0.1572 4.7187 0.9539 0.09
H -1.1586 7.0550 1.6849 0.08
H -0.7236 8.1954 0.5557 0.08
H 0.5053 7.0462 1.0745 0.07
H -1.8520 2.7471 -1.7181 0.03
H -1.7744 2.7237 -0.2675 0.02
C -2.7465 0.0100 -4.4198 -0.07
C -1.3747 0.4215 -4.8485 -0.43
C -1.4323 1.7311 -5.7457 -0.16
O -0.1526 2.0023 -6.3273 -0.21
C 0.3226 1.0451 -7.3364 -0.09
N -0.7567 0.6853 -3.5843 0.06
H -3.2567 0.7559 -3.8103 0.06
H -2.7897 -0.9619 -3.9283 0.07
H -3.4251 0.0021 -5.2728 0.08
H -0.8943 -0.3773 -5.4135 0.12
H -1.8465 2.5430 -5.1480 0.12
H -2.0942 1.5757 -6.5977 0.11
H 1.1358 0.4597 -6.9073 0.08
H 0.6512 1.7129 -8.1328 0.08
H -0.3914 0.3198 -7.7266 0.08
H -0.9060 -0.1316 -3.0095 0.06
H 0.2378 0.8448 -3.5090 0.08
C 0.3877 -4.0267 -2.1030 -0.09
C 0.9591 -5.0070 -1.1670 -0.43
C 1.1641 -4.3979 0.2820 -0.18
O 2.0777 -5.1687 1.0372 -0.18
C 3.4017 -5.0811 0.5269 -0.11
N -0.0095 -6.1399 -1.1197 0.04
H -0.5630 -3.6930 -1.6872 0.06
H 0.2272 -4.4720 -3.0848 0.08
H 1.0571 -3.1700 -2.1810 0.08
H 1.8900 -5.3281 -1.6344 0.13
H 0.1938 -4.3552 0.7768 0.13
H 1.5082 -3.3664 0.2068 0.10
H 4.1260 -5.2571 1.3221 0.07
H 3.6164 -4.0852 0.1393 0.08
H 3.6049 -5.8543 -0.2141 0.08
H -0.7316 -5.8553 -0.4734 0.06
H 0.4892 -6.8336 -0.5811 0.06
C 8.1022 -3.4475 1.5720 -0.05
C 7.2434 -2.5500 2.4671 -0.47
C 5.8128 -2.8114 2.3209 -0.28
O 5.1700 -1.8703 3.1466 -0.16
C 3.6856 -1.9521 2.9988 -0.04
N 7.6187 -2.9494 3.7949 0.04
H 9.1520 -3.1831 1.6997 0.08
H 7.9226 -3.2367 0.5178 0.06
H 7.8319 -4.4980 1.6793 0.08
H 7.5062 -1.4935 2.4126 0.15
H 5.5418 -3.8559 2.4749 0.11
H 5.4740 -2.7511 1.2867 0.10
H 3.2053 -1.2430 3.6730 0.09
H 3.3511 -2.9266 3.3545 0.08
H 3.2251 -1.8056 2.0218 0.05
H 7.2814 -3.8990 3.7280 0.06
H 7.0265 -2.3584 4.3607 0.07
```

The total energy is -147915.341 eV. The calculation puts the HOMO-LUMO gap at 8.262 eV. The calculation puts the LUMO energy at 2.2 eV. Its charge is -1. The relative energy (zero: lowest compared OMol25 entry of this formula, charge and spin) is 644.5 kJ/mol.


# 3
Molecular formula: C36H99N9O9
Method: DFT, ωB97M-V/def2-TZVPD

Structure (XYZ):
```
153
Properties=species:S:1:pos:R:3:lowdin_charge:R:1
C 0.8362 -11.1261 9.5085 -0.10
O 1.9548 -10.3273 9.8161 -0.21
C 2.0457 -9.9867 11.2108 -0.17
C 0.8579 -9.1271 11.6710 -0.40
C 0.6591 -7.7924 10.9591 -0.03
N 1.0548 -8.8516 13.1328 0.06
H -0.1555 -10.7054 9.6472 0.08
H 0.9167 -12.0973 10.0198 0.08
H 0.9964 -11.4348 8.4753 0.09
H 2.0507 -10.9126 11.8025 0.12
H 2.9658 -9.4068 11.3154 0.13
H -0.0214 -9.7845 11.6034 0.11
H -0.3900 -7.6680 10.6840 0.08
H 1.1770 -7.8080 9.9913 0.08
H 1.0684 -6.9896 11.5535 0.04
H 0.1497 -8.7108 13.5753 0.03
H 1.4659 -9.6422 13.6307 0.05
C 1.9393 -4.8703 12.7575 -0.12
O 2.7858 -3.8534 13.2087 -0.19
C 3.9732 -3.7510 12.4961 -0.23
C 4.8390 -2.5553 12.9813 -0.38
C 6.2984 -2.8167 12.7160 -0.08
N 4.6567 -2.3732 14.4805 0.03
H 0.8899 -4.6417 12.9507 0.09
H 2.1966 -5.7712 13.3361 0.09
H 1.9813 -5.1597 11.7015 0.07
H 4.6131 -4.6506 12.5299 0.13
H 3.7284 -3.6234 11.4301 0.12
H 4.4539 -1.6545 12.5032 0.13
H 6.8254 -1.8913 12.4816 0.07
H 6.3901 -3.3931 11.7744 0.07
H 6.8335 -3.4104 13.4486 0.08
H 4.0012 -1.6325 14.6964 0.06
H 4.1897 -3.2065 14.8151 0.05
C -1.8615 -7.3256 14.0622 -0.09
O -1.6476 -7.8434 15.3725 -0.20
C -0.6296 -7.1801 16.0532 -0.24
C -0.6681 -7.6707 17.5062 -0.41
C 0.3190 -6.8903 18.3504 -0.06
N -0.3833 -9.1395 17.5096 0.07
H -2.4391 -6.3882 14.1896 0.10
H -2.4625 -7.9969 13.4503 0.09
H -0.9144 -7.0261 13.5988 0.07
H 0.3790 -7.2844 15.6341 0.11
H -0.8697 -6.1021 16.0072 0.13
H -1.7046 -7.5622 17.8403 0.14
H 0.0483 -5.8469 18.4697 0.08
H 1.3139 -6.9831 17.8875 0.07
H 0.4659 -7.3931 19.3092 0.08
H -1.1625 -9.5056 16.9639 0.06
H 0.4730 -9.2311 16.9497 0.03
C -3.6444 -10.1445 9.7550 -0.12
O -4.2200 -11.3797 10.0041 -0.21
C -5.2402 -11.2676 10.9810 -0.21
C -5.5987 -12.6582 11.4463 -0.44
C -6.1047 -13.4876 10.2847 -0.06
N -6.6632 -12.5881 12.4925 0.03
H -4.3757 -9.3507 9.5799 0.09
H -2.9460 -10.2415 8.9262 0.08
H -3.0295 -9.8366 10.6180 0.08
H -4.8845 -10.6873 11.8511 0.12
H -6.0465 -10.6755 10.5333 0.14
H -4.7174 -13.0906 11.9305 0.11
H -5.5743 -13.2611 9.3634 0.07
H -7.1771 -13.3717 10.1427 0.08
H -5.9127 -14.5417 10.5076 0.08
H -6.2530 -12.0788 13.2909 0.07
H -6.7345 -13.5165 12.9220 0.07
C -0.6948 -13.0878 6.2444 -0.15
O -0.4459 -13.3475 7.5626 -0.19
C -1.5999 -13.6745 8.3032 -0.21
C -1.3460 -13.9331 9.7559 -0.45
C -0.2536 -14.9705 10.0146 -0.05
N -2.5883 -14.2397 10.4922 0.05
H 0.2730 -12.9393 5.7666 0.09
H -1.1675 -12.0978 6.1110 0.09
H -1.3154 -13.8313 5.7420 0.09
H -2.3747 -12.8948 8.2042 0.12
H -2.0115 -14.5776 7.8197 0.13
H -0.9581 -12.9908 10.2058 0.11
H -0.4051 -15.8636 9.3930 0.08
H -0.3305 -15.3491 11.0348 0.07
H 0.7269 -14.5749 9.7547 0.07
H -2.4126 -14.0963 11.5042 0.03
H -3.2338 -13.4549 10.3470 0.03
C 3.1044 -8.7601 15.7378 -0.10
O 2.1852 -9.7529 16.1103 -0.26
C 2.5450 -10.5861 17.2094 -0.21
C 3.7259 -11.4614 16.9021 -0.46
C 3.5268 -12.2102 15.6121 -0.04
N 3.8804 -12.3816 18.0529 0.03
H 4.0147 -8.8371 16.3468 0.09
H 2.7531 -7.7479 15.9615 0.08
H 3.3326 -8.8887 14.6873 0.08
H 2.6731 -9.9248 18.0867 0.14
H 1.6369 -11.1290 17.4793 0.12
H 4.6374 -10.8558 16.9084 0.13
H 4.4879 -12.5652 15.2521 0.08
H 3.0878 -11.5723 14.8395 0.07
H 2.7414 -12.9539 15.7666 0.09
H 4.7567 -12.8961 17.9545 0.07
H 4.0766 -11.7603 18.8433 0.07
C 5.1130 -4.9979 8.3427 -0.12
O 4.3321 -6.0536 8.8483 -0.20
C 4.3933 -7.2373 8.0610 -0.20
C 5.1617 -8.3084 8.8434 -0.42
C 6.6877 -8.1836 8.6838 -0.08
N 4.7427 -9.6962 8.5331 0.05
H 5.0015 -4.1273 8.9841 0.08
H 4.8415 -4.7088 7.3168 0.09
H 6.1735 -5.2819 8.2909 0.08
H 3.3728 -7.6496 7.9901 0.12
H 4.7342 -7.1379 7.0243 0.13
H 5.0407 -8.1762 9.9209 0.13
H 7.1542 -9.0014 9.2318 0.07
H 7.0724 -7.2746 9.1664 0.07
H 7.0268 -8.1633 7.6456 0.07
H 3.9807 -9.8903 9.1713 0.03
H 4.4489 -9.7456 7.5650 0.07
C -1.7269 -12.8307 17.5139 -0.15
O -2.0096 -12.5941 16.1890 -0.18
C -0.8870 -12.9172 15.3820 -0.21
C -1.2100 -12.7882 13.9120 -0.42
C -1.7406 -11.3926 13.6721 -0.06
N -2.2457 -13.7062 13.4930 0.04
H -0.8387 -12.3430 17.9520 0.08
H -1.5831 -13.8945 17.7601 0.09
H -2.5363 -12.4450 18.1370 0.09
H -0.0610 -12.2433 15.6815 0.12
H -0.4841 -13.9179 15.6208 0.13
H -0.2763 -12.8826 13.3546 0.14
H -2.0609 -11.1535 12.6475 0.07
H -1.0560 -10.5759 13.9079 0.06
H -2.6368 -11.2434 14.2859 0.09
H -3.1180 -13.4572 13.9612 0.09
H -2.1101 -14.6735 13.7888 0.10
C -0.8732 -1.4141 7.8140 -0.11
O -1.1125 -2.8130 7.8082 -0.20
C -0.6923 -3.4256 6.5772 -0.21
C -0.2061 -4.8367 6.8693 -0.40
C 0.8185 -4.9831 7.9965 -0.03
N 0.3793 -5.3825 5.5954 0.02
H -1.4850 -1.0012 8.6149 0.09
H -1.1683 -0.9458 6.8697 0.08
H 0.1848 -1.1992 7.9920 0.09
H -1.5352 -3.3929 5.8752 0.13
H 0.1129 -2.8696 6.0724 0.12
H -1.0749 -5.4531 7.1057 0.13
H 0.8962 -3.9739 8.4134 0.07
H 1.7659 -5.4283 7.7285 0.06
H 0.3575 -5.6191 8.7539 0.06
H -0.2602 -6.0099 5.1105 0.06
H 0.5605 -4.6806 4.8817 0.06
```

The total energy is -70769.617 eV. The calculation puts the HOMO-LUMO gap at 9.140 eV. The calculation puts the LUMO energy at 0.4 eV. Its charge is 0. The relative energy (zero: lowest compared OMol25 entry of this formula, charge and spin) is 259.8 kJ/mol.